No. 1
Density functional theory data (the ωB97M-V functional and the def2-TZVPD basis) for a structure of composition C3H3O3Yb at a distorted geometry.

Results
Electronic energy = -40794.9483 eV
HOMO-LUMO gap = 9.944 eV
ΔE to the lowest compared entry with this formula, charge and spin = 3.299 eV
Charge = +3
Lowest unoccupied orbital energy = -14.05 eV
Max |F| = 5.50 eV/Å

```
10
C3H3O3Yb | the OMol25 dataset | the ωB97M-V functional and the def2-TZVPD basis
O 1.3296 1.4906 2.6856
Yb -2.1007 -1.0463 2.7098
O -0.8739 1.0857 2.4571
C 0.1899 1.5559 2.5951
O 0.7278 -0.4453 -0.5741
C 0.8515 -1.1164 -1.5837
H 0.5349 -2.1140 -2.0372
C -0.0110 -0.0556 -1.9723
H -1.0896 -0.1919 -1.8720
H 0.4414 0.8374 -2.4082
```

Charges in e, computed with natural (NBO), in the same order as the atoms:
1 O -0.31
2 Yb 1.98
3 O -0.76
4 C 1.09
5 O -0.29
6 C 0.50
7 H 0.32
8 C -0.09
9 H 0.25
10 H 0.30



No. 2
Density functional theory data (the ωB97M-V functional and the def2-TZVPD basis) for the ion C3H3O4P with charge -2 at a distorted geometry.

Results
Electronic energy = -20637.9430 eV
HOMO-LUMO gap = 6.009 eV
ΔE to the lowest compared entry with this formula, charge and spin = 0.540 eV
Charge = -2
Lowest unoccupied orbital energy = 6.91 eV
Max |F| = 1.97 eV/Å

```
11
C3H3O4P | the OMol25 dataset | the ωB97M-V functional and the def2-TZVPD basis
C -0.2908 -0.8895 0.1256
C -0.1133 0.4244 0.2675
P -1.1837 1.4307 -0.7827
O -0.6307 1.8097 -2.1352
O -2.6795 1.3790 -0.6354
O -0.8372 3.0179 0.1721
C 0.3944 3.1887 0.3942
O 0.8893 4.1644 0.9581
H -0.9952 -1.4551 -0.5218
H 0.3279 -1.5882 0.7206
H 1.0681 2.3672 0.0606
```

Charges in e, computed with natural (NBO), in the same order as the atoms:
1 C -0.56
2 C -0.76
3 P 2.22
4 O -1.20
5 O -1.19
6 O -0.74
7 C 0.65
8 O -0.76
9 H 0.11
10 H 0.11
11 H 0.11



No. 3
Density functional theory data (the ωB97M-V functional and the def2-TZVPD basis) for the molecule C3H3OP at a distorted geometry.

Results
Electronic energy = -14491.7112 eV
HOMO-LUMO gap = 8.170 eV
ΔE to the lowest compared entry with this formula, charge and spin = 3.310 eV
Lowest unoccupied orbital energy = -0.70 eV
Max |F| = 4.86 eV/Å

```
8
C3H3OP | the OMol25 dataset | the ωB97M-V functional and the def2-TZVPD basis
O -2.6297 0.8379 -0.1011
P -2.1747 -0.5798 -0.0066
C -0.1968 -0.4939 0.0790
C 0.8078 0.6008 0.4530
C 1.2459 0.0743 -0.6522
H 0.1278 -1.5107 0.4669
H 0.9305 1.2140 1.2327
H 1.8892 -0.1426 -1.4717
```

Charges in e, computed with natural (NBO), in the same order as the atoms:
1 O -0.97
2 P 1.31
3 C -0.71
4 C -0.16
5 C -0.11
6 H 0.18
7 H 0.21
8 H 0.24



No. 4
Density functional theory data (the ωB97M-V functional and the def2-TZVPD basis) for the molecule C3H3OP at a distorted geometry.

Results
Electronic energy = -14490.8880 eV
HOMO-LUMO gap = 9.249 eV
ΔE to the lowest compared entry with this formula, charge and spin = 4.134 eV
Lowest unoccupied orbital energy = -0.18 eV
Max |F| = 8.29 eV/Å

```
8
C3H3OP | the OMol25 dataset | the ωB97M-V functional and the def2-TZVPD basis
C -0.4181 0.2348 -0.2879
C 0.1448 -0.4326 -1.2518
C 1.0614 -0.6343 1.3713
O 1.2080 -1.2951 -1.1228
P 1.9019 -1.5771 0.3189
H -0.8916 1.0754 -0.2616
H -0.1015 -0.2545 -2.2491
H 1.2424 -0.3959 2.4068
```

Charges in e, computed with natural (NBO), in the same order as the atoms:
1 C -0.11
2 C 0.05
3 C -0.77
4 O -0.75
5 P 0.99
6 H 0.17
7 H 0.21
8 H 0.21



No. 5
Density functional theory data (the ωB97M-V functional and the def2-TZVPD basis) for the molecule C3H3OP at a distorted geometry.

Results
Electronic energy = -14490.2802 eV
HOMO-LUMO gap (spin up / spin down) = 7.246 / 7.248 eV
ΔE to the lowest compared entry with this formula, charge and spin = 4.741 eV
Lowest unoccupied orbital energy (spin up / spin down) = 0.13 / 0.13 eV
Max |F| = 4.30 eV/Å

```
8
C3H3OP | the OMol25 dataset | the ωB97M-V functional and the def2-TZVPD basis
C -0.5771 -0.5491 -0.4946
C -0.7088 0.5117 0.6687
C 0.4123 0.5076 -0.2539
O 1.8776 0.6932 -0.2071
P -2.3884 -0.1175 -0.0767
H -0.3060 -1.5974 -0.5046
H -0.5456 0.4608 1.7367
H 2.2360 0.0908 -0.8684
```

Charges in e, computed with natural (NBO), in the same order as the atoms:
1 C -0.42
2 C -0.39
3 C 0.29
4 O -0.65
5 P 0.22
6 H 0.23
7 H 0.24
8 H 0.49



No. 6
Density functional theory data (the ωB97M-V functional and the def2-TZVPD basis) for the molecule C3H3P3 at a distorted geometry.

Results
Electronic energy = -31023.4203 eV
HOMO-LUMO gap = 7.407 eV
ΔE to the lowest compared entry with this formula, charge and spin = 0.000 eV
Lowest unoccupied orbital energy = -1.39 eV
Max |F| = 3.81 eV/Å

```
9
C3H3P3 | the OMol25 dataset | the ωB97M-V functional and the def2-TZVPD basis
C 1.3659 -0.6372 0.0335
C 0.3415 0.1755 -0.1487
C -0.8533 -0.0312 -0.9005
P -2.3812 0.4338 -0.2791
P -1.6626 1.5631 1.5064
P 0.3640 1.5787 1.1906
H 2.2431 -0.5194 0.6593
H 1.4186 -1.7461 -0.2858
H -0.8359 -0.8172 -1.7756
```

Charges in e, computed with natural (NBO), in the same order as the atoms:
1 C -0.31
2 C -0.34
3 C -0.61
4 P 0.40
5 P -0.11
6 P 0.30
7 H 0.21
8 H 0.20
9 H 0.25



No. 7
Density functional theory data (the ωB97M-V functional and the def2-TZVPD basis) for the molecule C3H3PS at a distorted geometry.

Results
Electronic energy = -23279.8535 eV
HOMO-LUMO gap = 6.664 eV
ΔE to the lowest compared entry with this formula, charge and spin = 1.595 eV
Lowest unoccupied orbital energy = -1.03 eV
Max |F| = 4.93 eV/Å

```
8
C3H3PS | the OMol25 dataset | the ωB97M-V functional and the def2-TZVPD basis
C -1.3495 0.1206 -0.0620
C 0.3217 -0.5658 0.2828
P 1.5428 -1.7442 0.5500
C 1.4811 0.1314 -0.0383
S 2.4981 1.3372 -0.2734
H -1.2218 -0.0150 -1.1568
H -1.1330 1.1748 0.2790
H -2.1394 -0.4389 0.4186
```

Charges in e, computed with natural (NBO), in the same order as the atoms:
1 C -0.58
2 C -0.39
3 P 0.62
4 C -0.37
5 S 0.02
6 H 0.23
7 H 0.24
8 H 0.23



No. 8
Density functional theory data (the ωB97M-V functional and the def2-TZVPD basis) for a cluster of 18 separate species, C3H40BNO23 in total at a distorted geometry.

Results
Electronic energy = -53024.6545 eV
HOMO-LUMO gap = 10.354 eV
Lowest unoccupied orbital energy = -0.10 eV
Max |F| = 1.14 eV/Å

```
68
C3H40BNO23 | the OMol25 dataset | the ωB97M-V functional and the def2-TZVPD basis
O 1.8129 -2.3829 -0.8199
C 0.8582 -1.6398 -0.9614
O 0.7702 -0.7381 -1.9339
C -0.2813 -1.6661 0.0295
N -1.5286 -1.0780 -0.4561
C -2.6485 -1.8847 -0.2081
O -2.6941 -2.8422 0.5201
O -3.7293 -1.4802 -0.9366
B -4.7512 -0.8170 -0.2505
O -6.0352 -1.3104 -0.2338
O -4.4505 0.3351 0.4280
H 1.6646 -0.5890 -2.2878
H 0.1214 -1.1074 0.8877
H -0.4118 -2.7055 0.3282
H -1.6980 -0.1692 -0.0286
H -6.5452 -1.2404 -1.0483
H -4.8255 0.3215 1.3294
O 1.0394 -1.8623 3.0626
H 0.5338 -2.6751 2.9606
H 1.9611 -2.1599 3.0880
O -4.1913 0.4789 -3.0676
H -3.8845 1.2212 -2.5244
H -3.7330 -0.2859 -2.6975
O -3.6098 2.6700 -1.1571
H -4.4443 2.5145 -0.7020
H -3.4714 3.6265 -1.1397
O -2.0726 4.7785 -0.0309
H -1.7395 5.5114 0.4970
H -1.7043 3.9960 0.3969
O 3.1866 -4.8764 -1.4951
H 2.8232 -4.0566 -1.1374
H 2.6761 -5.5789 -1.0813
O -3.5776 5.3884 2.5006
H -3.8779 5.2639 1.5943
H -3.4317 6.3343 2.5953
O 3.6960 -2.4432 1.7977
H 4.2225 -3.1357 1.3747
H 2.9533 -2.2965 1.1944
O 1.4423 1.1287 2.8074
H 1.6264 0.2508 3.1605
H 0.6683 1.4236 3.2957
O 0.9416 4.3222 -0.5565
H 0.2595 4.5825 -1.1911
H 1.4680 3.6678 -1.0261
O 2.1206 4.8653 2.0191
H 1.7564 4.7379 1.1313
H 2.3290 5.8016 2.0724
O -6.1634 -0.3234 2.4920
H -6.8232 -0.8946 2.0856
H -6.5613 0.0440 3.2859
O 5.6590 -4.8402 0.1380
H 4.9031 -4.7533 -0.4587
H 6.2052 -5.5248 -0.2665
O 5.5162 -0.5360 -0.0646
H 5.2386 0.1780 0.5224
H 5.0272 -1.2960 0.2666
O 6.5223 -7.4924 -1.1568
H 6.2300 -7.3916 -2.0683
H 6.0889 -8.2899 -0.8391
O -2.1388 0.4615 -5.5948
H -2.5522 -0.2884 -6.0322
H -2.8161 0.7689 -4.9765
O 5.5637 0.2037 3.1820
H 5.2035 -0.6124 2.8145
H 6.5013 0.0218 3.2968
O -0.8365 6.0117 -2.6105
H -0.9532 6.8979 -2.9654
H -1.4084 5.4563 -3.1502
```

Charges in e, computed with natural (NBO), in the same order as the atoms:
1 O -0.68
2 C 0.82
3 O -0.65
4 C -0.36
5 N -0.65
6 C 0.91
7 O -0.58
8 O -0.74
9 B 1.33
10 O -0.95
11 O -0.96
12 H 0.51
13 H 0.26
14 H 0.25
15 H 0.42
16 H 0.52
17 H 0.54
18 O -0.97
19 H 0.48
20 H 0.49
21 O -0.99
22 H 0.50
23 H 0.48
24 O -0.97
25 H 0.48
26 H 0.50
27 O -0.97
28 H 0.49
29 H 0.49
30 O -0.96
31 H 0.50
32 H 0.47
33 O -0.94
34 H 0.48
35 H 0.47
36 O -0.99
37 H 0.50
38 H 0.49
39 O -0.94
40 H 0.48
41 H 0.47
42 O -0.97
43 H 0.50
44 H 0.48
45 O -0.96
46 H 0.49
47 H 0.46
48 O -0.97
49 H 0.50
50 H 0.49
51 O -0.99
52 H 0.48
53 H 0.49
54 O -0.95
55 H 0.48
56 H 0.47
57 O -0.95
58 H 0.48
59 H 0.48
60 O -0.95
61 H 0.46
62 H 0.49
63 O -0.94
64 H 0.48
65 H 0.47
66 O -0.95
67 H 0.48
68 H 0.48